A cluster of 12 separate species, C51H131N5O17 in total at a distorted geometry, computed with the ωB97M-V functional and the def2-TZVPD basis.

Calculated values
Spin multiplicity: 1
Structure (SMILES): COCCNCCOC.COCCNCCOC.COCCNCCOC.COCCNCCOC.COCCNCCOC.CC(C)O.CC(C)O.CC(C)O.CC(C)O.CC(C)O.CC(C)O.CC(C)O
LUMO level, eV: 0.454
ΔE to the lowest compared entry with this formula, charge and spin, eV: 1.7285
HOMO level, eV: -8.4

Bonds (Å) are listed after each position.
Atoms and positions in Å:
1 C -20.43921 -4.92972 17.22691  O2 1.434, H10 1.090, H11 1.090, H12 1.090
2 O -20.42428 -6.16267 16.49506  C1 1.434, C3 1.389
3 C -19.20464 -6.42455 15.88426  O2 1.389, C4 1.513, H13 1.090, H14 1.090
4 C -19.38865 -7.67274 15.04877  C3 1.513, N5 1.494, H15 1.090, H16 1.090
5 N -19.23029 -8.91177 15.86797  C4 1.494, C6 1.438, H17 1.010
6 C -19.86913 -10.00638 15.18760  N5 1.438, C7 1.561, H18 1.090, H19 1.090
7 C -19.66719 -11.30062 16.03625  C6 1.561, O8 1.400, H20 1.090, H21 1.090
8 O -20.31015 -11.24387 17.27813  C7 1.400, C9 1.387
9 C -20.15401 -12.34996 18.10000  O8 1.387, H22 1.090, H23 1.090, H24 1.090
10 H -21.44420 -4.86443 17.64384  C1 1.090
11 H -20.27669 -4.07651 16.56834  C1 1.090
12 H -19.83638 -4.95504 18.13468  C1 1.090
13 H -18.41461 -6.49142 16.63225  C3 1.090
14 H -18.99081 -5.59650 15.20847  C3 1.090
15 H -18.67294 -7.61420 14.22874  C4 1.090
16 H -20.40645 -7.68564 14.65889  C4 1.090
17 H -19.55166 -8.92437 16.82538  N5 1.010
18 H -19.49791 -10.14446 14.17211  C6 1.090
19 H -20.94545 -9.87706 15.30126  C6 1.090
20 H -18.61828 -11.58159 16.13083  C7 1.090
21 H -20.12424 -12.17835 15.57934  C7 1.090
22 H -20.56678 -13.21636 17.58322  C9 1.090
23 H -20.74640 -12.36268 19.01488  C9 1.090
24 H -19.09964 -12.42851 18.36505  C9 1.090
25 C -14.79532 -7.69092 14.99332  O26 1.447, H34 1.090, H35 1.090, H36 1.090
26 O -14.52891 -7.05566 13.72026  C25 1.447, C27 1.427
27 C -14.37214 -5.63721 13.75066  O26 1.427, C28 1.547, H37 1.090, H38 1.090
28 C -13.23638 -5.24676 14.72498  C27 1.547, N29 1.469, H39 1.090, H40 1.090
29 N -11.92519 -5.74670 14.29182  C28 1.469, C30 1.489, H41 1.010
30 C -10.90162 -5.57956 15.36037  N29 1.489, C31 1.502, H42 1.090, H43 1.090
31 C -11.10385 -6.29827 16.66400  C30 1.502, O32 1.416, H44 1.090, H45 1.090
32 O -11.20344 -7.69013 16.42161  C31 1.416, C33 1.438
33 C -11.14277 -8.51901 17.59548  O32 1.438, H46 1.090, H47 1.090, H48 1.090
34 H -13.89251 -7.85063 15.58283  C25 1.090
35 H -15.20256 -8.64924 14.67101  C25 1.090
36 H -15.60478 -7.24788 15.57347  C25 1.090
37 H -15.37207 -5.32828 14.05529  C27 1.090
38 H -14.15116 -5.27429 12.74689  C27 1.090
39 H -13.42007 -5.63088 15.72837  C28 1.090
40 H -13.11908 -4.18256 14.92948  C28 1.090
41 H -11.97502 -6.74813 14.17039  N29 1.010
42 H -10.73305 -4.52001 15.55278  C30 1.090
43 H -9.92890 -5.93056 15.01582  C30 1.090
44 H -11.92545 -5.86318 17.23300  C31 1.090
45 H -10.14766 -6.08033 17.13970  C31 1.090
46 H -11.98766 -8.43220 18.27865  C33 1.090
47 H -10.19179 -8.32867 18.09297  C33 1.090
48 H -11.21100 -9.56573 17.29915  C33 1.090
49 C -12.01464 -2.28598 20.96694  O50 1.446, H58 1.090, H59 1.090, H60 1.090
50 O -12.46651 -2.02737 19.61808  C49 1.446, C51 1.395
51 C -12.66910 -3.16016 18.83014  O50 1.395, C52 1.551, H61 1.090, H62 1.090
52 C -13.22643 -2.78394 17.43282  C51 1.551, N53 1.445, H63 1.090, H64 1.090
53 N -14.46712 -2.06155 17.59525  C52 1.445, C54 1.475, H65 1.010
54 C -15.53444 -2.93614 18.11527  N53 1.475, C55 1.538, H66 1.090, H67 1.090
55 C -15.82651 -4.18768 17.27130  C54 1.538, O56 1.429, H68 1.090, H69 1.090
56 O -14.92706 -5.27235 17.50626  C55 1.429, C57 1.365
57 C -15.20292 -5.97469 18.64405  O56 1.365, H70 1.090, H71 1.090, H72 1.090
58 H -12.79608 -2.78130 21.54324  C49 1.090
59 H -11.74852 -1.30781 21.36753  C49 1.090
60 H -11.07226 -2.82638 21.05627  C49 1.090
61 H -13.30187 -3.85927 19.37691  C51 1.090
62 H -11.73883 -3.72806 18.81592  C51 1.090
63 H -13.33573 -3.67648 16.81676  C52 1.090
64 H -12.45325 -2.17913 16.95903  C52 1.090
65 H -14.42368 -1.29159 18.24745  N53 1.010
66 H -16.45686 -2.35587 18.09232  C54 1.090
67 H -15.33565 -3.25591 19.13817  C54 1.090
68 H -15.82011 -3.84139 16.23778  C55 1.090
69 H -16.87422 -4.44550 17.42597  C55 1.090
70 H -16.20360 -6.40515 18.60569  C57 1.090
71 H -15.15716 -5.38498 19.55959  C57 1.090
72 H -14.41231 -6.71937 18.73623  C57 1.090
73 C -12.02670 -15.03965 21.47205  O74 1.425, H82 1.090, H83 1.090, H84 1.090
74 O -11.69939 -15.95505 20.43058  C73 1.425, C75 1.442
75 C -11.73623 -17.31628 20.90547  O74 1.442, C76 1.550, H85 1.090, H86 1.090
76 C -11.12916 -18.29213 19.86533  C75 1.550, N77 1.469, H87 1.090, H88 1.090
77 N -11.91557 -18.41569 18.63046  C76 1.469, C78 1.433, H89 1.010
78 C -11.34505 -19.19251 17.57048  N77 1.433, C79 1.570, H90 1.090, H91 1.090
79 C -12.05016 -18.97932 16.18417  C78 1.570, O80 1.408, H92 1.090, H93 1.090
80 O -11.96288 -17.64620 15.73893  C79 1.408, C81 1.376
81 C -12.78849 -17.47935 14.65041  O80 1.376, H94 1.090, H95 1.090, H96 1.090
82 H -12.35087 -14.06732 21.10114  C73 1.090
83 H -11.06713 -14.79015 21.92492  C73 1.090
84 H -12.69922 -15.39163 22.25430  C73 1.090
85 H -12.76338 -17.63677 21.07971  C75 1.090
86 H -11.26191 -17.37246 21.88525  C75 1.090
87 H -11.04872 -19.26995 20.34020  C76 1.090
88 H -10.12081 -17.97669 19.59732  C76 1.090
89 H -12.08025 -17.50428 18.22760  N77 1.010
90 H -11.26237 -20.23784 17.86803  C78 1.090
91 H -10.31274 -18.93593 17.33254  C78 1.090
92 H -13.11292 -19.14329 16.36238  C79 1.090
93 H -11.70541 -19.65025 15.39734  C79 1.090
94 H -12.99316 -16.44123 14.38866  C81 1.090
95 H -13.74498 -17.98880 14.76755  C81 1.090
96 H -12.30241 -17.91342 13.77668  C81 1.090
97 C -11.12923 -11.65001 21.80468  O98 1.348, H106 1.090, H107 1.090, H108 1.090
98 O -12.02753 -10.80421 22.34726  C97 1.348, C99 1.476
99 C -13.40400 -11.33373 22.40203  O98 1.476, C100 1.591, H109 1.090, H110 1.090
100 C -14.48219 -10.20914 22.72275  C99 1.591, N101 1.456, H111 1.090, H112 1.090
101 N -14.85493 -9.44515 21.54047  C100 1.456, C102 1.489, H113 1.010
102 C -15.90899 -8.45381 21.89020  N101 1.489, C103 1.522, H114 1.090, H115 1.090
103 C -15.55678 -7.33762 22.86241  C102 1.522, O104 1.412, H116 1.090, H117 1.090
104 O -15.68926 -7.72669 24.21281  C103 1.412, C105 1.383
105 C -15.00664 -6.94744 25.12886  O104 1.383, H118 1.090, H119 1.090, H120 1.090
106 H -11.02120 -12.49384 22.48613  C97 1.090
107 H -10.16377 -11.15020 21.72607  C97 1.090
108 H -11.35036 -11.96941 20.78625  C97 1.090
109 H -13.52778 -11.96783 23.27992  C99 1.090
110 H -13.68301 -11.89089 21.50771  C99 1.090
111 H -13.95475 -9.60325 23.45950  C100 1.090
112 H -15.31545 -10.76141 23.15723  C100 1.090
113 H -13.98677 -8.99107 21.29509  N101 1.010
114 H -16.71645 -9.06437 22.29437  C102 1.090
115 H -16.15795 -7.96918 20.94614  C102 1.090
116 H -16.28454 -6.52768 22.81275  C103 1.090
117 H -14.51802 -7.05830 22.68616  C103 1.090
118 H -15.39255 -7.24043 26.10525  C105 1.090
119 H -15.34879 -5.92161 24.99207  C105 1.090
120 H -13.93984 -7.11525 24.98098  C105 1.090
121 C -15.12248 -15.23018 20.40084  C122 1.507, H125 1.090, H126 1.090, H127 1.090
122 C -16.56800 -14.91355 20.68532  C121 1.507, C123 1.525, O124 1.421, H128 1.090
123 C -16.74297 -14.22139 22.03324  C122 1.525, H129 1.090, H130 1.090, H131 1.090
124 O -17.06974 -14.02404 19.69660  C122 1.421, H132 0.960
125 H -14.89698 -15.62749 19.41120  C121 1.090
126 H -14.91330 -15.97497 21.16871  C121 1.090
127 H -14.44838 -14.39863 20.60634  C121 1.090
128 H -17.11837 -15.85385 20.65293  C122 1.090
129 H -16.11708 -13.34307 22.19110  C123 1.090
130 H -16.25739 -14.98668 22.63875  C123 1.090
131 H -17.74636 -14.13331 22.44983  C123 1.090
132 H -16.56698 -13.21792 19.83443  O124 0.960
133 C -9.75465 -8.17177 21.59744  C134 1.563, H137 1.090, H138 1.090, H139 1.090
134 C -11.09167 -7.36163 21.58560  C133 1.563, C135 1.530, O136 1.420, H140 1.090
135 C -11.02951 -6.08440 20.74508  C134 1.530, H141 1.090, H142 1.090, H143 1.090
136 O -12.12746 -8.24746 21.18844  C134 1.420, H144 0.960
137 H -9.60367 -8.50819 20.57171  C133 1.090
138 H -9.72490 -9.05348 22.23758  C133 1.090
139 H -8.91395 -7.55656 21.91816  C133 1.090
140 H -11.36348 -7.12255 22.61374  C134 1.090
141 H -11.98238 -5.55872 20.80674  C135 1.090
142 H -10.91135 -6.40495 19.71000  C135 1.090
143 H -10.20703 -5.43470 21.04424  C135 1.090
144 H -11.97235 -9.09851 21.60469  O136 0.960
145 C -17.26531 -14.94562 16.43835  C146 1.548, H149 1.090, H150 1.090, H151 1.090
146 C -18.20020 -16.03300 17.02170  C145 1.548, C147 1.533, O148 1.441, H152 1.090
147 C -17.38475 -17.08949 17.77548  C146 1.533, H153 1.090, H154 1.090, H155 1.090
148 O -19.12555 -15.36467 17.90096  C146 1.441, H156 0.960
149 H -16.50141 -14.58806 17.12878  C145 1.090
150 H -17.79849 -14.05229 16.11315  C145 1.090
151 H -16.69296 -15.37020 15.61356  C145 1.090
152 H -18.90108 -16.48121 16.31745  C146 1.090
153 H -18.04069 -17.91584 18.04936  C147 1.090
154 H -16.82402 -16.74235 18.64333  C147 1.090
155 H -16.52755 -17.37472 17.16560  C147 1.090
156 H -18.49917 -15.07708 18.56920  O148 0.960
157 C -10.33283 -14.86466 16.41815  C158 1.530, H161 1.090, H162 1.090, H163 1.090
158 C -11.35288 -14.05974 17.22508  C157 1.530, C159 1.577, O160 1.430, H164 1.090
159 C -12.80227 -14.67923 17.19097  C158 1.577, H165 1.090, H166 1.090, H167 1.090
160 O -10.87240 -14.01015 18.57107  C158 1.430, H168 0.960
161 H -9.33474 -14.47509 16.61855  C157 1.090
162 H -10.49995 -14.87651 15.34110  C157 1.090
163 H -10.38494 -15.90709 16.73236  C157 1.090
164 H -11.40883 -13.06289 16.78774  C158 1.090
165 H -12.88421 -15.68991 17.59085  C159 1.090
166 H -13.12430 -14.80983 16.15784  C159 1.090
167 H -13.50582 -14.01720 17.69578  C159 1.090
168 H -11.19562 -14.75366 19.08518  O160 0.960
169 C -19.65930 -9.02616 19.81496  C170 1.526, H173 1.090, H174 1.090, H175 1.090
170 C -20.07451 -7.56237 19.70351  C169 1.526, C171 1.549, O172 1.425, H176 1.090
171 C -21.59194 -7.27034 19.81586  C170 1.549, H177 1.090, H178 1.090, H179 1.090
172 O -19.39524 -6.84817 20.73330  C170 1.425, H180 0.960
173 H -18.68703 -9.24515 19.37357  C169 1.090
174 H -20.35308 -9.78075 19.44432  C169 1.090
175 H -19.53274 -9.18284 20.88619  C169 1.090
176 H -19.69142 -7.20320 18.74834  C170 1.090
177 H -22.03070 -7.52697 20.78008  C171 1.090
178 H -22.16149 -7.84074 19.08213  C171 1.090
179 H -21.79601 -6.21838 19.61627  C171 1.090
180 H -19.88754 -6.99333 21.54458  O172 0.960
181 C -15.81555 -9.75545 18.15376  C182 1.571, H185 1.090, H186 1.090, H187 1.090
182 C -15.18928 -11.14917 18.52018  C181 1.571, C183 1.524, O184 1.373, H188 1.090
183 C -13.68641 -11.11240 18.77164  C182 1.524, H189 1.090, H190 1.090, H191 1.090
184 O -15.63990 -11.46708 19.77809  C182 1.373, H192 0.960
185 H -15.80021 -9.07279 19.00338  C181 1.090
186 H -16.83895 -9.85478 17.79199  C181 1.090
187 H -15.34821 -9.28433 17.28903  C181 1.090
188 H -15.56448 -11.88987 17.81400  C182 1.090
189 H -13.21474 -11.93541 19.30856  C183 1.090
190 H -13.44678 -10.25144 19.39569  C183 1.090
191 H -13.11979 -10.83102 17.88402  C183 1.090
192 H -15.43256 -10.70930 20.32980  O184 0.960
193 C -11.97417 -9.66679 13.45159  C194 1.574, H197 1.090, H198 1.090, H199 1.090
194 C -12.18673 -11.21269 13.65503  C193 1.574, C195 1.520, O196 1.372, H200 1.090
195 C -12.67674 -11.45001 15.07381  C194 1.520, H201 1.090, H202 1.090, H203 1.090
196 O -13.10387 -11.67289 12.74415  C194 1.372, H204 0.960
197 H -11.14449 -9.27602 14.04069  C193 1.090
198 H -12.94141 -9.18230 13.58506  C193 1.090
199 H -11.62925 -9.52072 12.42797  C193 1.090
200 H -11.22927 -11.67818 13.42113  C194 1.090
201 H -13.58386 -10.85724 15.19154  C195 1.090
202 H -11.93776 -11.11721 15.80268  C195 1.090
203 H -13.02362 -12.47161 15.22903  C195 1.090
204 H -12.61168 -11.70387 11.92050  O196 0.960